No. 1
{"formula": "C17H28BrCoO9", "method": "ωB97M-V/def2-TZVPD", "elements": ["Co", "Br", "O", "C", "O", "C", "C", "C", "H", "H", "H", "H", "H", "H", "O", "C", "O", "C", "C", "C", "H", "H", "H", "H", "H", "H", "O", "C", "O", "C", "C", "C", "H", "H", "H", "H", "H", "H", "O", "C", "O", "C", "C", "C", "H", "H", "H", "H", "H", "H", "C", "O", "H", "H", "H", "H"], "positions_angstrom": [[1.091, -0.351, 0.944], [1.397, -0.262, 3.417], [-0.822, 0.465, 1.027], [-1.572, 1.339, 0.675], [-1.285, 2.053, -0.421], [-2.271, 3.082, -0.619], [-3.526, 2.523, 0.055], [-2.893, 1.780, 1.243], [-2.362, 3.204, -1.699], [-1.885, 4.010, -0.192], [-4.085, 1.886, -0.627], [-4.207, 3.292, 0.415], [-3.446, 0.922, 1.611], [-2.668, 2.469, 2.060], [0.564, -0.580, -1.157], [0.051, -0.765, -2.226], [0.059, -1.997, -2.743], [-0.662, -2.070, -3.987], [-0.888, -0.592, -4.392], [-0.769, 0.180, -3.079], [-1.579, -2.633, -3.833], [-0.063, -2.542, -4.761], [-1.899, -0.508, -4.791], [-0.167, -0.253, -5.130], [-1.730, 0.206, -2.559], [-0.363, 1.179, -3.166], [0.335, -2.292, 0.971], [-0.279, -3.290, 1.264], [0.325, -4.215, 1.991], [-0.587, -5.271, 2.385], [-1.995, -4.690, 2.136], [-1.733, -3.608, 1.094], [-0.402, -5.553, 3.414], [-0.378, -6.087, 1.693], [-2.365, -4.229, 3.048], [-2.596, -5.509, 1.751], [-2.292, -2.696, 1.299], [-1.949, -3.917, 0.070], [1.786, 1.567, 0.601], [2.041, 2.713, 0.868], [1.442, 3.720, 0.240], [2.122, 4.970, 0.515], [3.161, 4.705, 1.614], [2.968, 3.221, 1.938], [1.421, 5.793, 0.644], [2.607, 5.204, -0.440], [2.952, 5.326, 2.482], [4.152, 4.952, 1.242], [2.499, 3.146, 2.922], [3.852, 2.596, 2.040], [3.033, -2.441, -0.479], [2.946, -1.172, 0.206], [3.876, -2.407, -1.163], [3.156, -3.210, 0.286], [2.086, -2.628, -0.973], [3.795, -0.736, 0.276]], "forces_ev_per_a": [[0.4, -0.4, 0.4], [0.0, 0.1, -0.5], [-0.6, -0.2, 0.7], [0.3, 0.2, -0.8], [0.2, 0.0, 0.2], [-0.2, -0.1, -0.5], [0.2, 0.6, 0.6], [0.0, -0.3, -0.4], [-0.1, 0.1, 0.1], [-0.2, -0.1, 0.1], [0.1, -0.2, 0.1], [0.0, 0.1, -0.2], [0.0, 0.1, 0.2], [-0.1, -0.1, 0.1], [0.3, 0.5, 0.0], [-0.2, -0.2, 0.2], [0.1, -0.3, -0.3], [0.3, 1.1, -0.5], [-1.0, -0.3, 0.2], [0.1, -0.8, -0.1], [0.0, 0.0, 0.1], [0.2, -0.4, 0.3], [0.2, 0.2, -0.3], [0.0, -0.1, 0.0], [0.0, 0.3, 0.0], [0.1, 0.0, 0.2], [-0.3, -0.1, -0.7], [0.5, 0.3, 1.2], [0.2, -0.3, 0.3], [-0.2, 0.3, -0.9], [0.9, -0.4, -0.2], [-0.4, 0.3, -0.1], [0.2, 0.1, 0.0], [-0.1, -0.2, 0.3], [-0.3, -0.3, 0.0], [-0.5, 0.3, 0.3], [0.0, 0.0, -0.2], [0.1, 0.0, 0.0], [0.0, -0.1, -0.5], [-0.1, 0.3, 0.8], [-0.1, 0.0, 0.1], [0.7, 0.2, -1.3], [-0.3, 0.2, 0.0], [0.2, 0.2, 0.3], [-0.3, -0.4, 0.6], [0.1, 0.0, 0.2], [0.1, 0.0, 0.0], [0.0, -0.1, 0.1], [-0.4, -0.4, -0.2], [0.1, 0.1, -0.3], [0.1, 0.2, 0.8], [-0.6, 0.1, -0.2], [-0.1, -0.2, -0.1], [0.2, -0.1, -0.2], [0.1, 0.2, -0.2], [0.1, -0.1, 0.1]], "total_energy_ev": -144177.4708, "orbital_gap_ev": [8.510, 8.422], "multiplicity": 4, "e_above_lowest_kcal_mol": 2.63, "e_lumo_ev": [-1.99, -1.99], "total_charge": 1, "homo_ev": [-10.496, -10.408], "s2": 3.755}

No. 2
{"formula": "C20H30N", "method": "ωB97M-V/def2-TZVPD", "elements": ["C", "C", "C", "C", "C", "C", "C", "C", "C", "C", "C", "C", "C", "N", "C", "C", "C", "C", "C", "C", "C", "H", "H", "H", "H", "H", "H", "H", "H", "H", "H", "H", "H", "H", "H", "H", "H", "H", "H", "H", "H", "H", "H", "H", "H", "H", "H", "H", "H", "H", "H"], "positions_angstrom": [[-1.048, 0.170, 4.627], [-0.190, -0.380, 3.534], [-0.623, -1.442, 2.753], [0.162, -1.997, 1.739], [-0.468, -3.234, 1.155], [1.387, -1.370, 1.374], [2.201, -1.684, 0.077], [3.706, -1.851, 0.356], [1.618, -2.714, -0.807], [0.447, -2.094, -1.677], [0.880, -2.131, -3.165], [2.133, -3.012, -3.274], [2.488, -3.375, -1.869], [3.324, -4.367, -1.671], [4.032, -4.938, -2.817], [4.927, -6.037, -2.249], [4.615, -6.156, -0.750], [3.621, -5.048, -0.387], [1.858, -0.331, 2.236], [3.178, 0.373, 2.105], [1.072, 0.148, 3.273], [-0.537, 1.012, 5.104], [-2.011, 0.526, 4.244], [-1.259, -0.591, 5.385], [-1.613, -1.862, 2.950], [-1.352, -3.495, 1.754], [-0.858, -3.076, 0.140], [0.175, -4.129, 1.180], [2.151, -0.740, -0.494], [4.214, -2.452, -0.400], [4.186, -0.870, 0.321], [3.846, -2.298, 1.349], [1.270, -3.542, -0.174], [0.203, -1.072, -1.369], [-0.457, -2.696, -1.549], [0.070, -2.525, -3.785], [1.111, -1.128, -3.533], [1.929, -3.890, -3.911], [2.981, -2.481, -3.743], [3.308, -5.370, -3.530], [4.616, -4.173, -3.361], [4.724, -6.980, -2.770], [5.973, -5.773, -2.421], [4.167, -7.126, -0.521], [5.520, -6.057, -0.148], [4.040, -4.352, 0.356], [2.694, -5.450, 0.056], [3.210, 1.199, 2.826], [4.025, -0.274, 2.360], [3.337, 0.809, 1.113], [1.424, 0.982, 3.887]], "forces_ev_per_a": [[-0.1, 0.2, 0.2], [0.1, 0.0, -0.3], [0.3, 0.2, 0.3], [0.1, 0.5, 0.0], [-0.6, -0.5, -0.3], [-0.1, -0.2, 0.4], [1.1, 2.1, 1.2], [0.1, 0.0, 0.2], [-1.3, -1.2, -1.7], [0.1, -0.7, 0.0], [-0.1, 0.4, 0.0], [-0.1, 0.5, -0.2], [0.3, -1.3, 0.4], [-1.1, 1.6, 0.0], [0.3, -0.7, -0.6], [0.3, -0.2, -0.3], [-0.1, -0.3, 0.3], [0.0, 0.1, 0.5], [-0.2, -0.2, -0.5], [0.4, 0.4, 0.2], [-0.6, -0.3, 0.2], [-0.2, -0.1, 0.1], [0.2, -0.1, 0.0], [0.1, 0.1, -0.1], [0.4, 0.0, 0.0], [0.4, 0.1, -0.1], [0.2, -0.3, 0.4], [-0.2, 0.3, 0.0], [-0.1, -0.2, 0.1], [-0.1, 0.0, 0.1], [0.0, -0.5, 0.2], [0.3, 0.1, -0.3], [0.1, 0.1, -0.4], [0.1, -0.3, 0.2], [0.2, 0.2, -0.2], [0.2, 0.1, 0.1], [-0.1, -0.1, 0.1], [0.3, 0.2, 0.5], [-0.2, -0.2, 0.1], [0.2, 0.3, 0.3], [-0.4, -0.2, 0.4], [0.2, 0.2, 0.2], [-0.1, -0.2, 0.1], [0.2, 0.1, 0.0], [-0.1, -0.1, -0.1], [-0.2, -0.1, -0.5], [0.2, 0.2, -0.4], [0.0, -0.2, -0.3], [-0.2, 0.2, -0.2], [0.1, -0.1, 0.1], [0.0, -0.4, -0.2]], "total_energy_ev": -22710.4671, "orbital_gap_ev": 7.507, "e_above_lowest_kcal_mol": 0.00, "e_lumo_ev": -3.55, "total_charge": 1, "smiles": "Cc1cc(C)c([C@@H](C)[C@H]2CCCC2=[N+]2CCCC2)c(C)c1", "homo_ev": -11.059}

No. 3
{"formula": "C5H15N2", "method": "ωB97M-V/def2-TZVPD", "elements": ["N", "C", "C", "C", "C", "C", "N", "H", "H", "H", "H", "H", "H", "H", "H", "H", "H", "H", "H", "H", "H", "H"], "positions_angstrom": [[0.959, -1.113, 2.191], [0.421, 0.573, -0.295], [-0.467, 0.648, -1.437], [-1.876, 0.026, -1.149], [-2.532, 0.390, 0.194], [1.725, -0.180, -0.499], [2.843, 0.060, 0.329], [0.417, -0.592, 1.505], [1.006, -2.022, 1.729], [0.426, -1.211, 3.046], [0.517, 1.459, 0.341], [-0.596, 1.700, -1.719], [-0.059, 0.095, -2.275], [-2.550, 0.173, -1.986], [-1.686, -1.046, -1.036], [-1.872, 0.300, 1.057], [-2.893, 1.422, 0.155], [-3.425, -0.219, 0.298], [2.035, 0.145, -1.503], [1.535, -1.257, -0.489], [2.788, -0.315, 1.256], [3.284, 0.963, 0.287]], "forces_ev_per_a": [[0.1, -0.4, -0.7], [2.5, 1.6, -2.5], [-0.9, -0.3, 0.1], [0.1, -1.1, 1.5], [-0.3, 1.1, -1.0], [0.1, -0.4, 1.5], [0.0, 0.4, -0.1], [-0.4, 0.2, 0.7], [0.1, -0.2, 0.6], [-0.1, 0.0, -0.1], [-0.7, -0.5, 0.8], [0.0, 0.1, 0.2], [0.1, -0.1, -0.1], [0.1, 0.2, -0.1], [0.0, 0.0, -0.6], [0.0, -0.2, 0.0], [0.1, 0.0, 0.2], [0.1, -0.2, 0.3], [-0.5, -0.2, -0.4], [-0.2, -0.1, -0.7], [0.0, -0.2, 0.4], [-0.1, 0.2, -0.1]], "total_energy_ev": -8398.9236, "orbital_gap_ev": 6.651, "e_above_lowest_kcal_mol": 86.54, "e_lumo_ev": -7.12, "total_charge": 1, "homo_ev": -13.776}

No. 4
{"formula": "C34H30FeN2OS2", "method": "ωB97M-V/def2-TZVPD", "elements": ["Fe", "S", "C", "C", "C", "C", "C", "C", "N", "C", "C", "C", "C", "C", "C", "C", "H", "H", "H", "H", "H", "H", "H", "H", "O", "S", "C", "C", "C", "C", "C", "C", "C", "C", "C", "C", "C", "C", "H", "H", "H", "H", "H", "H", "H", "H", "H", "H", "C", "N", "C", "C", "C", "C", "C", "C", "C", "C", "H", "H", "H", "H", "H", "H", "H", "H", "H", "H", "H", "H"], "positions_angstrom": [[-0.096, -0.960, 0.455], [-0.807, -3.080, 4.296], [-0.088, -1.572, 4.780], [0.167, -1.098, 6.064], [0.755, 0.144, 6.188], [1.093, 0.900, 5.058], [0.840, 0.430, 3.787], [0.233, -0.818, 3.653], [-0.107, -1.448, 2.458], [-0.648, -2.629, 2.650], [-1.012, -3.457, 1.495], [-1.629, -4.700, 1.608], [-1.878, -5.432, 0.460], [-1.499, -4.931, -0.782], [-0.904, -3.678, -0.888], [-0.668, -2.917, 0.249], [-0.078, -1.688, 6.937], [0.958, 0.541, 7.173], [1.563, 1.866, 5.188], [1.107, 1.006, 2.909], [-1.913, -5.093, 2.577], [-2.360, -6.398, 0.530], [-1.680, -5.517, -1.674], [-0.638, -3.308, -1.871], [1.607, -0.815, -0.467], [2.202, -0.207, -1.750], [3.839, 0.276, -1.249], [4.690, 0.754, -2.235], [5.960, 1.169, -1.870], [6.362, 1.090, -0.542], [5.504, 0.588, 0.424], [4.225, 0.171, 0.076], [1.460, 1.379, -1.996], [1.293, 2.263, -0.936], [0.736, 3.500, -1.191], [0.374, 3.848, -2.490], [0.543, 2.955, -3.535], [1.083, 1.699, -3.289], [4.370, 0.806, -3.269], [6.638, 1.546, -2.623], [7.355, 1.415, -0.262], [5.829, 0.511, 1.453], [3.549, -0.242, 0.811], [1.597, 1.985, 0.066], [0.585, 4.200, -0.380], [-0.046, 4.827, -2.684], [0.244, 3.225, -4.539], [1.205, 0.981, -4.091], [-3.867, -1.298, -1.315], [-3.230, -0.707, -2.475], [-4.133, 0.176, -3.184], [-1.910, -0.139, -2.252], [-1.853, 0.868, -1.122], [-2.337, 2.160, -1.330], [-2.463, 3.056, -0.277], [-2.098, 2.678, 1.005], [-1.553, 1.418, 1.215], [-1.411, 0.510, 0.160], [-4.706, -1.910, -1.648], [-4.251, -0.550, -0.604], [-3.168, -1.939, -0.783], [-5.033, -0.378, -3.451], [-3.666, 0.527, -4.105], [-4.446, 1.051, -2.594], [-1.612, 0.331, -3.192], [-1.202, -0.953, -2.047], [-2.631, 2.461, -2.329], [-2.858, 4.048, -0.458], [-2.227, 3.361, 1.836], [-1.254, 1.143, 2.221]], "forces_ev_per_a": [[-0.2, -0.5, 0.1], [0.0, 0.0, 0.0], [0.0, 0.0, 0.1], [0.0, 0.0, 0.0], [0.0, 0.0, 0.0], [0.0, 0.0, 0.0], [0.0, 0.0, 0.0], [-0.1, -0.1, -0.1], [0.3, 0.2, 0.2], [-0.1, -0.1, -0.1], [0.0, 0.1, 0.1], [0.0, 0.0, 0.0], [0.0, 0.0, 0.0], [0.0, 0.0, 0.0], [-0.1, -0.1, 0.1], [-0.1, 0.2, -0.3], [0.0, 0.0, 0.0], [0.0, 0.0, 0.0], [0.0, 0.0, 0.0], [0.0, 0.0, 0.0], [0.0, 0.0, 0.0], [0.0, 0.0, 0.0], [0.0, 0.0, 0.0], [0.0, 0.0, 0.0], [0.1, 0.3, -0.1], [0.0, -0.2, -0.1], [0.0, 0.0, 0.1], [0.0, 0.0, 0.0], [0.0, 0.0, 0.0], [0.0, 0.0, 0.0], [0.0, 0.0, 0.0], [0.0, 0.0, 0.0], [0.0, 0.0, 0.1], [0.0, 0.1, 0.0], [0.0, 0.0, 0.0], [0.0, 0.0, 0.0], [0.0, 0.0, 0.0], [0.0, 0.0, 0.0], [0.0, 0.0, 0.0], [0.0, 0.0, 0.0], [0.0, 0.0, 0.0], [0.0, 0.0, 0.0], [0.0, 0.0, 0.0], [0.0, 0.0, 0.0], [0.0, 0.0, 0.0], [0.0, 0.0, 0.0], [0.0, 0.0, 0.0], [0.0, 0.0, 0.0], [0.0, 0.1, 0.1], [0.0, -0.2, -0.2], [-0.1, 0.0, 0.0], [-0.1, 0.1, 0.1], [-0.1, 0.3, 0.1], [-0.1, -0.1, 0.0], [0.0, 0.0, 0.0], [0.0, 0.0, 0.0], [-0.1, 0.0, -0.1], [0.2, 0.2, -0.1], [0.0, 0.0, 0.0], [0.0, 0.0, 0.0], [0.1, -0.1, 0.0], [0.0, 0.0, 0.0], [0.0, 0.0, 0.0], [0.0, 0.0, 0.0], [0.1, 0.0, 0.0], [0.0, -0.1, 0.0], [0.0, 0.0, 0.0], [0.0, 0.0, 0.0], [0.0, 0.0, 0.0], [0.0, 0.0, 0.0]], "total_energy_ev": -96823.3441, "orbital_gap_ev": [7.583, 6.848], "multiplicity": 6, "e_above_lowest_kcal_mol": 0.00, "e_lumo_ev": [-2.82, -3.57], "total_charge": 1, "homo_ev": [-10.407, -10.422], "s2": 8.761}

No. 5
{"formula": "C2H10N2O2", "method": "ωB97M-V/def2-TZVPD", "elements": ["C", "N", "C", "N", "H", "H", "H", "H", "H", "H", "H", "H", "O", "H", "H", "O"], "positions_angstrom": [[-1.843, -0.167, 0.924], [-0.568, 0.526, 0.818], [-0.298, 1.195, -0.341], [0.919, 1.282, -0.764], [-1.783, -1.136, 0.424], [-2.652, 0.447, 0.534], [-2.035, -0.261, 1.996], [0.311, 0.222, 1.332], [-1.138, 1.658, -0.855], [0.985, 1.932, -1.538], [0.587, -1.315, -2.072], [0.780, -2.671, -2.680], [0.193, -1.917, -2.683], [2.351, -0.653, 1.988], [2.250, 0.668, 1.077], [1.940, 0.188, 1.840]], "forces_ev_per_a": [[-0.1, 1.0, 1.6], [0.4, -0.9, -2.0], [-0.3, 0.6, 0.2], [0.2, 0.2, 1.0], [0.1, 0.0, 0.0], [0.1, -0.1, -0.4], [-0.1, -0.5, -0.2], [-0.1, 0.1, 0.3], [-0.2, -0.2, 0.1], [0.0, -0.1, -0.6], [0.5, 0.6, 0.5], [0.2, -0.4, -0.1], [-0.7, -0.2, -0.3], [0.8, -0.5, -0.3], [0.9, -0.2, -0.5], [-1.7, 0.6, 0.7]], "total_energy_ev": -9302.4897, "orbital_gap_ev": [10.884, 6.434], "multiplicity": 2, "e_above_lowest_kcal_mol": 5.83, "e_lumo_ev": [-3.97, -8.42], "total_charge": 1, "homo_ev": [-14.858, -14.857], "s2": 0.787}

No. 6
{"formula": "C5H7NO", "method": "ωB97M-V/def2-TZVPD", "elements": ["C", "N", "C", "C", "C", "C", "O", "H", "H", "H", "H", "H", "H", "H"], "positions_angstrom": [[1.471, -0.860, -0.730], [0.218, -1.261, -1.399], [0.156, -0.326, -0.313], [-0.716, -0.399, 0.938], [-0.397, 1.077, 1.263], [-0.709, 0.960, -0.232], [-1.840, 0.082, 0.116], [1.909, -1.709, -0.203], [2.215, -0.222, -1.207], [0.083, -0.792, -2.292], [-0.874, -1.237, 1.618], [0.606, 1.385, 1.573], [-1.193, 1.560, 1.835], [-0.928, 1.741, -0.966]], "forces_ev_per_a": [[0.2, 0.2, 0.1], [-0.2, 0.0, -0.1], [0.0, 0.0, 0.0], [0.0, -0.5, 0.3], [0.1, 0.1, 0.1], [0.1, 0.3, -0.4], [-0.2, 0.0, 0.0], [-0.1, 0.4, 0.2], [-0.3, 0.0, -0.1], [0.0, 0.0, 0.2], [-0.1, 0.1, -0.1], [-0.1, -0.2, -0.1], [0.2, 0.0, -0.1], [0.2, -0.2, 0.1]], "total_energy_ev": -8831.6662, "orbital_gap_ev": 10.427, "e_above_lowest_kcal_mol": 104.62, "e_lumo_ev": 1.02, "total_charge": 0, "homo_ev": -9.403}

No. 7
{"formula": "C4H11AlNO", "method": "ωB97M-V/def2-TZVPD", "elements": ["Al", "C", "C", "C", "O", "C", "N", "H", "H", "H", "H", "H", "H", "H", "H", "H", "H", "H"], "positions_angstrom": [[-2.436, 0.011, 0.346], [0.760, -1.145, -0.910], [0.648, -0.852, 0.598], [0.378, 0.684, 0.876], [-0.785, 1.063, 0.104], [-0.621, 2.008, -0.873], [-0.512, -1.650, 0.946], [1.485, -0.514, -1.422], [-0.146, -1.062, -1.511], [1.096, -2.171, -1.059], [1.577, -1.202, 1.048], [1.215, 1.356, 0.689], [0.167, 0.669, 1.945], [0.069, 1.713, -1.664], [-0.141, 2.902, -0.475], [-1.586, 2.255, -1.315], [-0.236, -2.615, 0.833], [-0.931, -1.450, 1.843]], "forces_ev_per_a": [[2.8, -0.2, -0.8], [1.1, -0.5, -1.0], [-2.1, 1.7, -3.1], [0.4, -2.3, 1.4], [-2.2, -2.6, 3.2], [1.0, 3.3, -3.3], [0.6, 2.3, 2.0], [0.4, 0.1, 0.3], [-0.5, 0.1, 0.4], [0.2, -0.1, -0.2], [0.4, -0.3, 0.7], [0.0, -0.1, -0.4], [-0.4, 1.0, 0.2], [-0.2, -0.6, -0.1], [-0.4, 0.2, 0.4], [-0.1, 0.1, 0.0], [-1.1, -1.3, -0.7], [0.3, -0.7, 0.9]], "total_energy_ev": -14420.9668, "orbital_gap_ev": 4.893, "e_above_lowest_kcal_mol": 23.70, "e_lumo_ev": -19.88, "total_charge": 3, "homo_ev": -24.774}

Max |F| across the listed records, respectively: 1.5 2.7 3.9 0.6 2.2 0.6 4.7 eV/Å.